## A
Formula: C4H8N4
Source: OMol25
Level of theory: ωB97M-V/def2-TZVPD

Atoms and positions in Å:
1 C 1.717 1.318 2.029
2 C -0.942 0.840 -0.060
3 C -1.620 0.185 -1.040
4 C 0.478 -2.135 -0.898
5 H 1.344 1.120 3.137
6 H 2.408 2.194 2.042
7 H 1.991 0.290 1.645
8 H -1.270 1.973 -0.090
9 H -2.275 0.862 -1.747
10 H -2.180 -1.230 -2.448
11 H 1.119 -3.057 -1.202
12 H 0.819 -1.282 -0.248
13 N 0.522 1.577 1.289
14 N 0.112 0.562 0.735
15 N -1.602 -1.126 -1.530
16 N -0.620 -2.089 -1.615

Spin multiplicity = 1
SMILES = C=NN/C=C\N=N\C
LUMO level = 0.22 eV

***

## B
Formula: C4H8N4
Source: OMol25
Level of theory: ωB97M-V/def2-TZVPD

Atoms and positions in Å:
1 C -1.122 -0.209 1.060
2 C 0.966 0.355 -0.003
3 C 0.018 -0.621 0.381
4 N 2.155 -0.014 -0.529
5 N 0.632 1.654 0.116
6 N 0.194 -1.925 -0.180
7 C -2.230 1.044 -0.227
8 N -3.106 0.922 -0.981
9 H 2.283 -1.009 -0.652
10 H 2.680 0.608 -1.121
11 H -0.385 1.845 0.024
12 H 1.261 2.355 -0.242
13 H -0.221 -2.005 -1.105
14 H -0.190 -2.650 0.412
15 H -1.896 -0.938 1.260
16 H -1.042 0.587 1.786

Spin multiplicity = 1
LUMO level = 0.19 eV

***

B is the most stable structure; the next one sits 0.1045 hartree above it.

***

## A
Formula: C4H8N4
Source: OMol25
Level of theory: ωB97M-V/def2-TZVPD

Atoms and positions in Å:
1 C -2.616 -1.004 0.069
2 C -0.669 0.366 0.092
3 C 1.433 -0.235 0.006
4 C 1.509 1.092 0.067
5 H -2.308 -1.516 1.073
6 H -3.683 -0.950 0.276
7 H -2.290 -1.753 -0.647
8 H -2.326 1.126 -0.919
9 H 2.333 -2.198 0.797
10 H 3.595 -0.651 -0.273
11 H 2.295 1.883 -0.192
12 H -0.121 2.728 -0.210
13 N -2.128 0.339 -0.212
14 N 0.175 -0.561 -0.044
15 N 2.468 -1.321 -0.182
16 N 0.138 1.544 0.252

Spin multiplicity = 1
LUMO level = 0.55 eV

***

## B
Formula: C4H8N4
Source: OMol25
Level of theory: ωB97M-V/def2-TZVPD

Atoms and positions in Å:
1 C 1.014 -0.700 0.329
2 C 0.398 1.601 -0.415
3 C -1.134 1.141 -0.565
4 C -0.490 -1.059 0.420
5 H 1.612 -2.483 0.947
6 H 2.206 0.447 -0.659
7 H 0.633 2.261 -1.290
8 H 0.505 2.212 0.530
9 H -1.699 1.908 0.076
10 H -1.446 1.369 -1.625
11 H -2.326 -0.470 0.071
12 H -0.175 -2.805 1.167
13 N 1.963 -1.538 0.665
14 N 1.209 0.429 -0.444
15 N -1.390 -0.088 0.030
16 N -0.881 -2.225 0.763

Spin multiplicity = 1
SMILES = [H]/N=C1/NCCN/C1=N/[H]
LUMO level = 0.73 eV

***

## C
Formula: C4H8N4
Source: OMol25
Level of theory: ωB97M-V/def2-TZVPD

Atoms and positions in Å:
1 C 0.242 -0.958 -0.680
2 C 0.086 1.390 -0.362
3 C -0.510 0.123 -0.024
4 C -1.041 0.003 1.356
5 H -0.415 -2.755 -0.170
6 H 2.503 -0.667 -0.404
7 H 2.200 1.655 -1.019
8 H -0.217 2.332 0.069
9 H -0.197 1.739 -1.369
10 H -1.019 -1.049 1.897
11 H -0.811 0.857 2.079
12 H -2.195 -1.216 0.256
13 N 0.450 -2.164 -0.452
14 N 1.563 -0.326 -1.111
15 N 1.512 1.106 -0.433
16 N -2.152 -0.069 0.365

Spin multiplicity = 1
SMILES = [H]/N=C1/NNC[C@]12CN2
LUMO level = 0.58 eV

***

B is the most stable structure; the next one sits 0.1706 hartree above it.

***

## A
Formula: C8H13NO
Source: OMol25
Level of theory: ωB97M-V/def2-TZVPD

Atoms and positions in Å:
1 C -0.237 2.027 -0.372
2 C 0.537 0.921 0.287
3 C 2.082 0.772 0.377
4 C 1.510 -0.463 1.119
5 C 0.508 0.513 1.787
6 C 0.518 -0.604 -0.068
7 C -0.735 -1.449 0.064
8 C -1.799 -1.156 -0.960
9 N -1.634 -0.723 -2.165
10 H -0.005 2.993 0.100
11 H 0.011 2.100 -1.441
12 H -1.320 1.854 -0.284
13 H 2.612 0.584 -0.569
14 H 2.607 1.518 0.992
15 H 2.076 -1.271 1.599
16 H 0.937 1.244 2.488
17 H -0.427 0.103 2.191
18 H 1.020 -0.839 -1.023
19 H -0.463 -2.512 -0.031
20 H -1.221 -1.346 1.044
21 O -2.833 -1.992 -0.902
22 H -0.785 -0.170 -2.251
23 H -2.958 -2.103 -1.982

Spin multiplicity = 1
LUMO level = 0.77 eV

***

## B
Formula: C8H13NO
Source: OMol25
Level of theory: ωB97M-V/def2-TZVPD

Atoms and positions in Å:
1 C 2.363 -0.058 0.865
2 C -2.210 -0.786 -0.465
3 C 0.186 2.179 -0.214
4 C 1.272 -0.828 0.165
5 C -0.110 -0.782 0.899
6 C -0.982 -0.054 0.002
7 C -0.409 0.917 -0.784
8 N -0.301 0.784 -2.167
9 C -0.357 -1.667 1.865
10 O 1.508 -1.652 -0.716
11 H -1.072 1.210 -2.670
12 H -0.252 -0.203 -2.431
13 H 1.985 0.504 1.721
14 H 3.122 -0.763 1.211
15 H 2.806 0.648 0.159
16 H -2.807 -0.156 -1.133
17 H -1.938 -1.708 -0.988
18 H -2.850 -1.031 0.390
19 H 0.214 2.161 0.879
20 H -0.437 3.032 -0.509
21 H 1.193 2.354 -0.598
22 H 0.435 -2.303 2.253
23 H -1.356 -1.800 2.267

Spin multiplicity = 1
SMILES = C=C(C(C)=O)/C(C)=C(\C)N
LUMO level = 0.44 eV

***

A is the most stable structure; the next one sits 0.0036 hartree above it.

***

## A
Formula: C5H9N3
Source: OMol25
Level of theory: ωB97M-V/def2-TZVPD

Atoms and positions in Å:
1 C -1.280 -0.346 -0.966
2 C -1.313 0.226 1.045
3 C -0.225 -0.071 0.116
4 C 0.736 -1.113 0.162
5 C 0.761 1.211 -0.110
6 H -1.254 0.115 -1.898
7 H -1.595 -1.416 -1.316
8 H -3.082 -0.688 -0.124
9 H -1.672 1.266 1.754
10 H -1.711 -0.559 1.804
11 H 0.595 -1.995 0.897
12 H 0.653 -1.247 -0.893
13 H 2.673 -0.978 -0.457
14 H 0.589 2.145 -0.551
15 N -2.326 0.279 -0.149
16 N 2.161 -0.547 0.314
17 N 1.984 0.828 -0.264

Spin multiplicity = 1
SMILES = C1=NNCC12CNC2
LUMO level = 0.65 eV

***

## B
Formula: C5H9N3
Source: OMol25
Level of theory: ωB97M-V/def2-TZVPD

Atoms and positions in Å:
1 C 2.762 -0.756 0.147
2 C 1.618 -1.019 0.907
3 C -1.604 -0.530 -0.997
4 C -1.857 1.490 0.430
5 C -1.677 0.185 0.398
6 N 2.590 0.362 -0.458
7 N 1.419 0.761 -0.116
8 N 0.764 -0.041 0.723
9 H 3.690 -1.309 -0.017
10 H 1.386 -1.978 1.501
11 H -0.979 0.182 -1.598
12 H -2.609 -0.640 -1.552
13 H -1.052 -1.500 -0.840
14 H -1.753 2.082 -0.498
15 H 0.892 1.406 -0.712
16 H -1.904 1.758 1.482
17 H -1.688 -0.454 1.199

Spin multiplicity = 1
SMILES = c1cn[nH]n1.C=CC
LUMO level = 0.98 eV

***

## C
Formula: C5H9N3
Source: OMol25
Level of theory: ωB97M-V/def2-TZVPD

Atoms and positions in Å:
1 C -0.129 1.551 1.025
2 C 0.166 0.145 0.496
3 C 1.508 -1.709 0.051
4 C 0.433 -1.728 -0.852
5 C -0.375 -0.624 -0.473
6 H 0.194 2.475 -0.694
7 H -1.285 1.857 -0.526
8 H 0.895 1.827 1.537
9 H -0.876 1.610 1.874
10 H 1.828 -0.380 1.663
11 H 2.314 -2.438 0.216
12 H 0.239 -2.598 -1.521
13 H -1.674 -0.676 -2.003
14 H -2.373 -0.771 -0.475
15 N -0.529 2.374 -0.065
16 N 1.297 -0.569 0.825
17 N -1.635 -0.347 -1.077

Spin multiplicity = 1
SMILES = NCc1[nH]ccc1N
LUMO level = 1.05 eV

***

C is the most stable structure; the next one sits 0.0746 hartree above it.

***

## A
Formula: C5H9N3
Source: OMol25
Level of theory: ωB97M-V/def2-TZVPD

Atoms and positions in Å:
1 C 0.049 -0.008 -0.036
2 C 1.433 1.968 -0.662
3 C 0.805 2.239 0.657
4 C -1.515 -1.797 0.608
5 C -1.261 -1.844 -0.827
6 H 0.961 -1.488 0.502
7 H 1.441 2.692 -1.464
8 H 2.309 1.272 -0.692
9 H 1.273 1.751 1.523
10 H 0.158 3.106 0.878
11 H -2.472 -1.955 1.075
12 H -0.683 -2.017 1.288
13 H -0.363 -2.240 -1.173
14 H -2.070 -1.963 -1.508
15 N 1.083 -0.544 0.426
16 N 0.087 1.363 -0.363
17 N -1.233 -0.535 -0.231

Spin multiplicity = 1
SMILES = N=C(N1CC1)N1CC1
LUMO level = 1.12 eV

***

## B
Formula: C5H9N3
Source: OMol25
Level of theory: ωB97M-V/def2-TZVPD

Atoms and positions in Å:
1 C -1.288 1.579 0.368
2 C -0.950 0.451 -0.466
3 C -1.464 -1.528 0.032
4 C 0.054 -1.632 0.193
5 C 0.260 -0.306 0.031
6 H -1.734 1.104 1.427
7 H -2.207 2.059 -0.329
8 H -0.529 2.464 0.824
9 H -0.632 0.965 -1.529
10 H -2.072 -2.521 0.123
11 H 0.503 -2.558 0.538
12 H 1.654 1.445 -0.495
13 H 3.187 -0.546 0.816
14 H 2.950 -0.811 -0.885
15 N -2.048 -0.463 -0.418
16 N 1.464 0.369 -0.117
17 N 2.853 -0.071 -0.112

Spin multiplicity = 1
SMILES = C[C@@H]1N=CC=C1NN
LUMO level = 0.76 eV

***

A is the most stable structure; the next one sits 0.0531 hartree above it.

***

## A
Formula: C5H9N3
Source: OMol25
Level of theory: ωB97M-V/def2-TZVPD

Atoms and positions in Å:
1 C -2.262 0.154 -0.441
2 N -0.813 0.108 -0.403
3 C -0.231 -0.132 0.808
4 C 1.266 -0.032 0.871
5 C 0.890 -0.838 -1.788
6 C 1.853 1.144 0.626
7 N -0.246 -0.330 -1.698
8 N -0.957 -0.394 1.826
9 H -0.421 -0.526 2.678
10 H 1.760 -0.766 1.499
11 H -2.691 -0.792 -0.098
12 H -2.619 0.952 0.218
13 H -2.562 0.346 -1.471
14 H 1.291 -1.134 -2.744
15 H 1.505 -0.994 -0.812
16 H 2.882 1.334 0.890
17 H 1.355 1.900 0.039

Spin multiplicity = 1
SMILES = [H]/N=C(\C=C)N(C)N=C
LUMO level = 0.73 eV

***

## B
Formula: C5H9N3
Source: OMol25
Level of theory: ωB97M-V/def2-TZVPD

Atoms and positions in Å:
1 C -2.077 -0.551 0.555
2 C -1.662 0.931 0.416
3 C 0.867 -0.407 0.552
4 C 2.410 -0.398 0.301
5 C 3.565 -0.274 -0.131
6 H -1.004 -1.320 -1.182
7 H -2.519 -0.283 -1.418
8 H -1.530 -0.892 1.395
9 H -3.106 -0.343 0.760
10 H -2.415 1.797 0.591
11 H 1.282 1.341 -0.689
12 H 0.474 -1.484 0.130
13 H 0.289 -0.252 1.546
14 H 4.643 0.178 -0.541
15 N -2.062 -1.219 -0.765
16 N -0.611 1.369 -0.327
17 N 0.568 0.629 -0.444

Spin multiplicity = 1
SMILES = C#CCN/N=C\CN
LUMO level = 0.89 eV

***

## C
Formula: C5H9N3
Source: OMol25
Level of theory: ωB97M-V/def2-TZVPD

Atoms and positions in Å:
1 C 1.025 -0.040 1.317
2 C -0.072 0.728 0.748
3 C -0.417 1.204 -1.527
4 C -0.521 0.099 -0.516
5 C -0.630 -1.164 -0.964
6 H 0.567 -1.051 1.771
7 H 1.922 -0.501 0.732
8 H 1.601 0.808 1.848
9 H -0.947 0.587 1.602
10 H 0.174 2.848 0.773
11 H -0.560 1.225 -2.638
12 H -1.130 -1.365 -1.920
13 H -1.156 -3.122 -0.745
14 H 0.353 -2.399 0.547
15 N 0.199 1.925 0.142
16 N -0.048 2.311 -1.069
17 N -0.361 -2.095 -0.100

Spin multiplicity = 1
LUMO level = 0.08 eV

***

## D
Formula: C5H9N3
Source: OMol25
Level of theory: ωB97M-V/def2-TZVPD

Atoms and positions in Å:
1 C -0.341 -0.485 2.480
2 C -0.617 0.358 0.378
3 C 0.668 0.612 -0.027
4 C 0.678 0.313 -1.425
5 C -0.556 -0.239 -1.660
6 H -0.590 -1.644 2.478
7 H -0.534 -0.645 3.682
8 H 0.894 -0.480 2.341
9 H -0.865 1.405 2.411
10 H 1.596 1.069 0.445
11 H 1.793 -1.208 -3.378
12 H 1.572 1.694 -3.223
13 H -0.745 -0.423 -2.681
14 H -2.219 -1.235 -0.395
15 N -1.056 0.539 1.693
16 N 1.783 0.415 -2.483
17 N -1.461 -0.047 -0.635

Spin multiplicity = 1
LUMO level = -1.13 eV

***

A is the most stable structure; the next one sits 0.1476 hartree above it.

***

## A
Formula: C4H8O3S
Source: OMol25
Level of theory: ωB97M-V/def2-TZVPD

Atoms and positions in Å:
1 C 1.825 0.000 0.223
2 C 1.338 -1.052 1.153
3 C 0.554 -0.670 -0.067
4 C -1.690 1.518 -0.868
5 O -0.826 0.705 1.557
6 O -2.034 -0.913 0.191
7 O 0.527 -1.371 -1.284
8 S -1.050 0.120 0.240
9 H 1.804 1.034 0.647
10 H 2.710 -0.201 -0.321
11 H 1.926 -1.929 1.083
12 H 0.732 -0.757 2.045
13 H -1.055 1.619 -1.815
14 H -2.758 1.295 -1.147
15 H -1.675 2.434 -0.213
16 H -0.328 -1.834 -1.424

Spin multiplicity = 1
SMILES = CS(=O)(=O)C1(O)CC1
LUMO level = 0.60 eV

***

## B
Formula: C4H8O3S
Source: OMol25
Level of theory: ωB97M-V/def2-TZVPD

Atoms and positions in Å:
1 C -0.649 1.383 -0.079
2 C -0.248 -0.059 -0.220
3 C 1.259 -0.429 -0.436
4 C 0.733 -0.747 0.808
5 H -3.020 1.662 -0.093
6 H -1.040 1.683 -1.130
7 H 0.287 2.003 0.051
8 H -2.330 -1.191 -0.053
9 H 1.508 -1.126 -1.206
10 H 2.936 0.784 -0.060
11 H 0.920 -0.196 1.699
12 H 0.026 -2.504 0.161
13 O -1.569 1.267 0.975
14 O 2.126 0.686 -0.750
15 O 0.376 -1.938 1.260
16 S -1.314 -1.279 -0.926

Spin multiplicity = 1
LUMO level = -2.30 eV

***

## C
Formula: C4H8O3S
Source: OMol25
Level of theory: ωB97M-V/def2-TZVPD

Atoms and positions in Å:
1 C -1.398 -2.068 0.729
2 C 0.671 1.682 0.580
3 C 1.127 0.027 -1.201
4 C 0.683 0.238 0.167
5 O -0.349 -2.555 0.904
6 O -2.196 0.525 0.863
7 O -1.531 -0.434 -1.269
8 S -1.332 -0.272 0.100
9 H -2.430 -2.600 0.778
10 H 1.636 1.967 0.792
11 H 0.378 2.121 -0.338
12 H -0.087 1.909 1.466
13 H 1.906 0.752 -1.510
14 H 0.270 0.082 -1.910
15 H 1.556 -0.914 -1.155
16 H 1.095 -0.461 1.005

Spin multiplicity = 1
SMILES = CC(C)S(=O)(=O)C=O
LUMO level = 0.35 eV

***

A is the most stable structure; the next one sits 0.0144 hartree above it.

***

## A
Formula: C4H9N2S
Source: OMol25
Level of theory: ωB97M-V/def2-TZVPD

Atoms and positions in Å:
1 C -3.169 0.822 0.203
2 C 0.782 0.538 -0.198
3 C 3.141 0.832 0.227
4 C -1.488 -0.864 -0.005
5 N 1.771 1.154 0.293
6 N -1.889 0.505 0.054
7 S -0.591 1.642 -0.027
8 H -3.439 1.911 0.444
9 H -4.067 0.149 -0.087
10 H 0.880 -0.132 -1.019
11 H 3.634 1.688 -0.539
12 H 3.379 -0.173 -0.356
13 H 3.555 0.854 1.232
14 H -2.342 -1.401 0.050
15 H -0.914 -0.896 0.943
16 H -0.854 -1.096 -0.897

Total charge = +1
Spin multiplicity = 1
SMILES = C=[N+](C)S/C=N/C
LUMO level = -5.12 eV

***

## B
Formula: C4H9N2S
Source: OMol25
Level of theory: ωB97M-V/def2-TZVPD

Atoms and positions in Å:
1 C -1.809 -2.217 0.030
2 C -0.442 -0.273 -0.013
3 C 2.057 -0.105 -0.337
4 C 0.746 1.631 0.771
5 N -0.938 -1.362 -0.162
6 N 0.754 0.355 0.061
7 S -2.711 0.955 -0.391
8 H -2.347 -2.205 0.954
9 H -1.863 -3.078 -0.774
10 H 2.596 0.781 -0.756
11 H 2.802 -0.411 0.565
12 H 2.061 -0.843 -1.160
13 H 1.278 2.376 0.137
14 H -0.237 1.919 0.977
15 H 1.252 1.533 1.793
16 H -3.199 0.942 -1.696

Total charge = +1
Spin multiplicity = 1
LUMO level (alpha / beta) = -6.54 / -6.52 eV

***

A is the most stable structure; the next one sits 0.0514 hartree above it.